Entry 1:
# C42H84BN3O21P

8 unconnected molecules or ions with the total composition C42H84BN3O21P at a distorted geometry (the ωB97M-V functional and the def2-TZVPD basis, the Open Molecules 2025 dataset).

## Properties
Total charge ... +1
M ... 1008.9 g mol⁻¹
Gap between HOMO and LUMO ... 0.3232 Ha
F_max ... 2.12 eV/Å
Lowest unoccupied orbital energy ... -0.0859 hartree

Each line ends with the Löwdin charge.
Atoms and positions in Å:
1 C 1.24 0.30 2.11  -0.05
2 C 0.23 0.82 1.08  -0.21
3 O -1.13 0.64 1.54  -0.01
4 C -1.72 1.75 2.04  -0.49
5 O -1.11 2.63 2.60  0.11
6 C -3.22 1.72 1.84  -0.06
7 C -3.65 1.49 0.39  -0.14
8 C -3.88 2.76 -0.46  -0.07
9 C -2.62 3.55 -0.87  -0.38
10 O -1.49 2.61 -0.84  0.03
11 C -1.38 1.87 -1.90  -0.31
12 N -1.34 1.25 -2.87  0.24
13 N -2.84 4.03 -2.21  0.06
14 C -1.82 4.93 -2.76  -0.11
15 C -0.67 5.31 -1.81  -0.17
16 B 0.09 6.52 -2.51  -0.51
17 C 1.08 6.23 -3.69  0.03
18 O -0.20 7.78 -2.08  0.15
19 N -1.26 5.69 -0.47  -0.11
20 P 0.03 6.02 0.84  1.03
21 C 0.11 7.86 0.93  -0.23
22 O 1.41 5.46 0.15  -0.25
23 C -2.21 4.66 0.12  -0.18
24 C -3.35 5.42 0.80  -0.15
25 O -3.44 4.94 2.13  -0.14
26 O -4.64 5.44 2.69  0.01
27 H 2.08 -0.19 1.62  0.08
28 H 1.60 1.12 2.72  0.08
29 H 0.73 -0.43 2.73  0.07
30 H 0.30 0.21 0.18  0.12
31 H 0.43 1.85 0.78  0.11
32 H -3.70 2.58 2.30  0.11
33 H -3.55 0.85 2.41  0.14
34 H -3.00 0.76 -0.09  0.11
35 H -4.63 1.00 0.43  0.12
36 H -4.33 2.41 -1.40  0.13
37 H -4.64 3.37 0.02  0.11
38 H -3.73 4.51 -2.23  0.14
39 H -2.31 5.84 -3.12  0.14
40 H -1.36 4.48 -3.64  0.13
41 H 0.00 4.46 -1.67  0.14
42 H 1.09 5.17 -3.95  0.08
43 H 2.10 6.52 -3.44  0.06
44 H 0.77 6.82 -4.55  0.09
45 H 0.46 8.41 -2.39  0.14
46 H -1.70 6.60 -0.61  0.13
47 H -0.10 8.10 1.97  0.04
48 H -0.65 8.36 0.32  0.04
49 H 1.11 8.23 0.70  0.06
50 H 2.12 5.67 0.78  0.08
51 H -1.65 4.17 0.92  0.10
52 H -4.31 5.34 0.29  0.13
53 H -3.14 6.49 0.88  0.14
54 H -5.29 4.73 2.56  0.11
55 O 3.87 7.18 -4.30  0.07
56 C 4.86 6.59 -4.65  -0.52
57 O 5.06 6.40 -5.95  0.01
58 C 6.29 5.87 -6.49  -0.22
59 C 6.30 4.36 -6.49  -0.06
60 C 5.82 6.00 -3.64  0.02
61 H 7.15 6.30 -5.98  0.11
62 H 6.32 6.24 -7.52  0.13
63 H 6.26 3.96 -5.48  0.07
64 H 7.21 3.99 -6.96  0.09
65 H 5.44 3.97 -7.03  0.09
66 H 5.45 5.02 -3.34  0.10
67 H 5.85 6.66 -2.77  0.09
68 H 6.84 5.90 -4.01  0.07
69 O 1.97 -2.87 -6.87  0.09
70 C 1.00 -2.76 -6.16  -0.53
71 O 0.85 -1.64 -5.44  0.00
72 C -0.33 -1.33 -4.69  -0.25
73 C -0.30 -1.96 -3.32  -0.07
74 C 0.01 -3.89 -6.00  0.02
75 H -1.23 -1.60 -5.25  0.11
76 H -0.33 -0.25 -4.60  0.08
77 H -0.28 -3.05 -3.37  0.07
78 H -1.17 -1.66 -2.74  0.06
79 H 0.60 -1.65 -2.78  0.08
80 H 0.39 -4.57 -5.24  0.09
81 H -0.07 -4.41 -6.94  0.09
82 H -0.99 -3.56 -5.72  0.07
83 O 2.54 -1.57 4.49  0.09
84 C 1.89 -2.31 5.18  -0.53
85 O 0.59 -2.03 5.40  0.00
86 C -0.30 -2.93 6.08  -0.23
87 C -0.21 -2.72 7.59  -0.06
88 C 2.53 -3.48 5.89  0.02
89 H -0.10 -3.96 5.79  0.11
90 H -1.29 -2.69 5.72  0.11
91 H 0.79 -2.94 7.96  0.07
92 H -0.92 -3.35 8.11  0.06
93 H -0.43 -1.68 7.83  0.09
94 H 2.98 -3.14 6.82  0.10
95 H 3.31 -3.88 5.24  0.08
96 H 1.84 -4.30 6.10  0.07
97 O -2.60 -4.33 6.92  0.08
98 C -3.79 -4.30 7.05  -0.51
99 O -4.52 -5.37 6.70  0.01
100 C -5.91 -5.51 7.01  -0.23
101 C -6.80 -4.89 5.96  -0.06
102 C -4.50 -3.05 7.55  0.02
103 H -6.12 -5.13 8.01  0.11
104 H -6.09 -6.58 7.04  0.12
105 H -6.66 -3.81 5.87  0.07
106 H -7.85 -5.07 6.20  0.09
107 H -6.59 -5.32 4.98  0.08
108 H -4.67 -2.39 6.70  0.10
109 H -3.85 -2.56 8.26  0.09
110 H -5.44 -3.25 8.05  0.07
111 O -8.43 -3.34 3.07  0.11
112 C -8.25 -3.27 1.89  -0.52
113 O -8.26 -2.06 1.30  0.00
114 C -7.87 -1.85 -0.06  -0.24
115 C -9.02 -2.08 -1.02  -0.06
116 C -8.09 -4.51 1.04  0.01
117 H -7.00 -2.45 -0.31  0.11
118 H -7.56 -0.80 -0.11  0.11
119 H -9.37 -3.11 -0.98  0.07
120 H -8.72 -1.85 -2.04  0.08
121 H -9.87 -1.45 -0.75  0.09
122 H -9.08 -4.88 0.77  0.10
123 H -7.57 -5.26 1.63  0.09
124 H -7.51 -4.35 0.13  0.07
125 O 2.41 -4.43 -3.29  0.08
126 C 3.54 -4.16 -3.61  -0.52
127 O 4.31 -3.48 -2.75  0.00
128 C 5.72 -3.27 -2.94  -0.23
129 C 5.98 -2.06 -3.81  -0.06
130 C 4.08 -4.50 -4.98  0.02
131 H 6.19 -4.17 -3.33  0.12
132 H 6.13 -3.10 -1.95  0.11
133 H 5.58 -2.18 -4.82  0.07
134 H 7.06 -1.88 -3.89  0.08
135 H 5.51 -1.17 -3.38  0.08
136 H 3.78 -3.71 -5.67  0.07
137 H 3.63 -5.44 -5.30  0.10
138 H 5.16 -4.64 -5.02  0.07
139 O 8.91 -3.54 -0.25  0.11
140 C 8.25 -4.32 0.38  -0.53
141 O 6.91 -4.31 0.22  -0.02
142 C 6.04 -5.31 0.75  -0.23
143 C 5.64 -5.01 2.18  -0.06
144 C 8.87 -5.26 1.39  0.01
145 H 6.47 -6.31 0.64  0.12
146 H 5.15 -5.28 0.12  0.12
147 H 6.51 -5.02 2.85  0.07
148 H 4.93 -5.75 2.55  0.08
149 H 5.19 -4.02 2.25  0.08
150 H 8.98 -4.73 2.34  0.10
151 H 9.86 -5.54 1.03  0.09
152 H 8.31 -6.17 1.56  0.07


Entry 2:
# C42H84O14

14 unconnected molecules or ions with the total composition C42H84O14 at a distorted geometry (the ωB97M-V functional and the def2-TZVPD basis, the Open Molecules 2025 dataset).

## Properties
Total charge ... 0
M ... 813.1 g mol⁻¹
Gap between HOMO and LUMO ... 0.3493 Ha
F_max ... 3.87 eV/Å
Energy relative to the best compared isomer or geometry (same formula, charge and spin) ... 244.4 kJ/mol
Lowest unoccupied orbital energy ... 0.0163 hartree

Each line ends with the Löwdin charge.
Atoms and positions in Å:
1 C 16.24 17.69 7.94  -0.01
2 C 16.22 17.14 9.35  -0.50
3 O 17.22 16.64 9.79  0.04
4 C 14.97 17.32 10.22  -0.01
5 H 17.14 18.36 8.03  0.10
6 H 15.45 18.41 7.71  0.08
7 H 16.43 16.85 7.28  0.08
8 H 14.46 18.26 10.19  0.04
9 H 15.10 17.06 11.30  0.08
10 H 14.24 16.53 9.80  0.11
11 C 15.45 12.24 7.88  -0.02
12 C 15.96 13.58 8.29  -0.51
13 O 15.19 14.50 8.26  0.06
14 C 17.40 13.49 8.74  -0.01
15 H 16.20 11.53 7.63  0.06
16 H 14.58 12.23 7.26  0.08
17 H 15.25 11.82 8.90  0.10
18 H 18.01 13.34 7.86  0.10
19 H 17.60 12.48 9.15  0.08
20 H 17.69 14.33 9.33  0.05
21 C 16.75 8.55 11.26  -0.01
22 C 16.76 9.18 9.89  -0.49
23 O 17.70 9.84 9.46  0.06
24 C 15.58 8.80 9.11  -0.03
25 H 16.19 9.17 12.00  0.08
26 H 17.76 8.43 11.56  0.07
27 H 16.30 7.59 11.36  0.07
28 H 14.68 9.37 9.38  0.08
29 H 15.42 7.73 9.18  0.09
30 H 15.71 9.07 8.08  0.07
31 C 13.98 11.88 20.02  -0.02
32 C 13.41 11.70 18.65  -0.50
33 O 13.61 10.73 17.98  0.07
34 C 12.36 12.75 18.30  -0.01
35 H 13.81 12.94 20.41  0.11
36 H 15.05 11.59 20.03  0.09
37 H 13.53 11.14 20.69  0.09
38 H 11.66 12.36 17.62  0.06
39 H 12.87 13.62 17.86  0.10
40 H 11.88 13.19 19.15  0.07
41 C 18.33 13.22 14.17  0.00
42 C 17.05 12.61 14.69  -0.53
43 O 16.42 11.85 14.01  0.04
44 C 16.53 13.06 16.02  -0.01
45 H 18.47 14.20 14.64  0.08
46 H 18.32 13.29 13.07  0.09
47 H 19.06 12.51 14.44  0.07
48 H 15.59 12.50 16.05  0.08
49 H 16.59 14.18 16.25  0.11
50 H 17.20 12.60 16.76  0.09
51 C 19.73 19.56 12.99  -0.02
52 C 18.59 18.49 12.93  -0.44
53 O 17.43 18.80 12.98  0.05
54 C 18.98 16.99 12.59  0.00
55 H 20.23 19.50 13.99  0.09
56 H 19.32 20.55 12.75  0.08
57 H 20.44 19.35 12.21  0.06
58 H 19.36 17.03 11.62  0.05
59 H 18.09 16.47 12.55  0.03
60 H 19.88 16.65 13.19  0.10
61 C 10.99 19.18 16.01  -0.01
62 C 10.56 17.81 15.64  -0.50
63 O 10.19 17.55 14.52  0.05
64 C 10.55 16.85 16.78  0.00
65 H 12.05 19.28 16.29  0.10
66 H 10.48 19.53 16.89  0.09
67 H 10.69 19.92 15.26  0.06
68 H 10.19 17.42 17.64  0.09
69 H 11.57 16.60 16.93  0.05
70 H 10.04 15.92 16.59  0.08
71 C 13.90 17.76 14.52  -0.01
72 C 14.47 17.49 15.87  -0.45
73 O 13.85 16.98 16.78  0.04
74 C 16.00 17.83 16.01  0.01
75 H 14.33 17.08 13.76  0.08
76 H 14.29 18.71 14.17  0.08
77 H 12.80 17.71 14.44  0.07
78 H 16.53 17.13 15.40  0.06
79 H 16.25 17.80 17.03  0.05
80 H 16.17 18.79 15.50  0.08
81 C 11.58 16.79 11.75  -0.01
82 C 11.73 17.96 10.87  -0.50
83 O 12.53 18.85 11.11  0.02
84 C 10.78 18.11 9.69  -0.01
85 H 12.56 16.64 12.25  0.08
86 H 11.34 15.85 11.21  0.10
87 H 10.96 17.06 12.59  0.06
88 H 9.79 17.64 9.74  0.08
89 H 11.26 17.61 8.84  0.09
90 H 10.69 19.13 9.44  0.06
91 C 11.97 21.47 13.37  -0.01
92 C 10.50 21.35 13.19  -0.50
93 O 9.85 21.76 14.12  0.05
94 C 9.83 20.86 11.91  0.01
95 H 12.16 21.35 14.42  0.07
96 H 12.21 22.41 12.91  0.09
97 H 12.52 20.65 12.88  0.07
98 H 10.06 19.81 11.78  0.06
99 H 10.16 21.32 11.01  0.07
100 H 8.74 21.02 11.94  0.09
101 C 15.23 8.07 18.60  -0.05
102 C 15.80 8.81 17.48  -0.54
103 O 16.86 9.42 17.66  0.03
104 C 15.18 8.61 16.13  -0.02
105 H 14.10 8.23 18.55  0.11
106 H 15.72 8.17 19.57  0.09
107 H 15.37 7.04 18.32  0.08
108 H 15.38 7.55 16.03  0.09
109 H 15.74 9.14 15.38  0.07
110 H 14.12 8.84 16.15  0.07
111 C 8.61 14.13 11.28  -0.01
112 C 9.01 14.14 12.77  -0.49
113 O 10.16 13.94 13.04  0.04
114 C 8.05 14.34 13.93  -0.01
115 H 7.55 13.79 11.16  0.09
116 H 9.27 13.55 10.65  0.07
117 H 8.78 15.13 10.93  0.06
118 H 6.96 14.13 13.61  0.11
119 H 8.14 15.35 14.21  0.06
120 H 8.36 13.61 14.68  0.08
121 C 11.26 10.66 12.42  -0.03
122 C 12.69 10.28 12.19  -0.46
123 O 13.33 10.61 11.18  0.02
124 C 13.32 9.65 13.40  -0.04
125 H 11.26 11.66 12.92  0.08
126 H 10.79 9.99 13.14  0.08
127 H 10.57 10.74 11.57  0.09
128 H 14.42 9.44 13.32  0.08
129 H 12.84 8.68 13.60  0.09
130 H 13.16 10.18 14.31  0.07
131 C 15.46 13.52 11.59  -0.01
132 C 15.02 14.07 12.91  -0.51
133 O 15.61 14.91 13.56  0.04
134 C 13.74 13.48 13.39  -0.01
135 H 16.31 14.02 11.12  0.07
136 H 14.63 13.59 10.83  0.10
137 H 15.61 12.42 11.74  0.10
138 H 13.92 12.49 13.81  0.07
139 H 13.16 13.39 12.41  0.10
140 H 13.19 14.13 14.10  0.10


- Among the records above, which one has the highest lowest unoccupied orbital energy?
  C42H84O14


- What is the M in the second record?
  813.1 g mol⁻¹


- Among the records above, which one has the highest F_max?
  C42H84O14


- Among the records above, which one has the highest total charge?
  C42H84BN3O21P